C3H2O3 | ωB97M-V/def2-TZVPD

Positions of all 8 atoms, in Å:
O  0.37785  1.84663  1.03790
C  0.65764  0.68364  0.90537
C  0.41237  -0.02093  -0.43158
O  1.24238  -0.05592  -1.30660
C  -0.95152  -0.68251  -0.60850
O  -1.73347  -0.74159  0.30604
H  1.12765  0.08369  1.70883
H  -1.13290  -1.11303  -1.61146

The value obtained for the energy relative to the best compared isomer or geometry (same formula, charge and spin) is 152.57 kJ/mol. The largest force on an atom comes out at 0.60 eV/Å. The value obtained for the HOMO energy is -0.369 Eh. Its LUMO energy is -1.20 eV. For the total energy, the calculation gives -9283.945 eV.

C3H2O3 | ωB97M-V/def2-TZVPD

Positions of all 8 atoms, in Å:
O  0.87116  0.27899  -2.48088
C  1.16270  0.33551  -1.30545
C  0.10979  0.59500  -0.28908
O  -0.16715  -0.52354  0.33506
C  -1.17025  -0.36835  1.33426
O  -1.35077  -1.21896  2.13202
H  2.21184  0.29489  -0.94058
H  -1.66731  0.60645  1.21464

The value obtained for the energy relative to the best compared isomer or geometry (same formula, charge and spin) is 329.66 kJ/mol. The largest force on an atom comes out at 0.78 eV/Å. The value obtained for the HOMO energy is -0.359 Eh. Its LUMO energy is -0.74 eV. For the total energy, the calculation gives -9282.110 eV.

C3H2O3 | ωB97M-V/def2-TZVPD

Positions of all 8 atoms, in Å:
O  -2.07995  0.52223  0.91354
C  -0.90048  0.35808  0.76408
C  -0.17252  0.36621  -0.60964
O  -0.46938  0.99434  -1.59344
C  1.02973  -0.55090  -0.43360
O  1.66891  -0.42388  0.58646
H  -0.17337  0.09323  1.55804
H  1.19750  -1.37413  -1.14499

The value obtained for the energy relative to the best compared isomer or geometry (same formula, charge and spin) is 180.50 kJ/mol. The largest force on an atom comes out at 0.88 eV/Å. The value obtained for the HOMO energy is -0.360 Eh. Its LUMO energy is -1.53 eV. For the total energy, the calculation gives -9283.656 eV.

C3H2O3 | ωB97M-V/def2-TZVPD

Positions of all 8 atoms, in Å:
C  1.67346  -0.31715  0.11962
C  0.86382  0.55126  -0.33849
O  0.77158  0.37731  1.08406
H  2.22827  -1.15011  0.10119
H  0.35249  1.31217  -0.92245
O  -2.33166  0.52031  -0.78735
C  -1.93139  -0.27888  -0.04797
O  -1.62657  -1.01491  0.79138

The value obtained for the energy relative to the best compared isomer or geometry (same formula, charge and spin) is 356.37 kJ/mol. The largest force on an atom comes out at 3.95 eV/Å. The value obtained for the HOMO energy is -0.309 Eh. Its LUMO energy is 0.66 eV. For the total energy, the calculation gives -9281.833 eV.

C3H2O3 | ωB97M-V/def2-TZVPD

Positions of all 8 atoms, in Å:
C  -1.02383  0.26642  1.15391
C  -1.05284  0.79729  0.00519
O  0.26814  0.85805  0.46865
H  -0.77121  -0.31545  1.94642
H  -1.30012  1.28128  -0.94927
O  2.35950  -0.63586  -0.61251
C  1.26491  -0.96156  -0.81830
O  0.25545  -1.29017  -1.19408

The value obtained for the energy relative to the best compared isomer or geometry (same formula, charge and spin) is 379.58 kJ/mol. The largest force on an atom comes out at 4.27 eV/Å. The value obtained for the HOMO energy is -0.322 Eh. Its LUMO energy is 0.81 eV. For the total energy, the calculation gives -9281.592 eV.

C3H2O3Ru | ωB97M-V/def2-TZVPD

Positions of all 9 atoms, in Å:
H  -0.21518  0.41708  -0.63543
C  1.95329  -1.27273  -1.63524
O  1.88617  -2.00276  -2.53279
O  1.80198  -0.39911  -0.88366
C  -1.30207  1.47355  1.99622
C  -0.88605  1.38059  0.86491
O  -0.35071  1.33429  -0.31506
H  -1.59950  1.52217  3.02646
Ru  -1.28794  -2.45308  0.11460

The value obtained for the energy relative to the best compared isomer or geometry (same formula, charge and spin) is 142.71 kJ/mol. The largest force on an atom comes out at 2.17 eV/Å. The value obtained for the HOMO energy (spin up / spin down) is -0.482 / -0.480 Eh. As for the total charge: +1. The spin multiplicity is 6. Its LUMO energy (spin up / spin down) is -5.01 / -8.91 eV. For the total energy, the calculation gives -11852.486 eV.

C3H2O3S | ωB97M-V/def2-TZVPD

Positions of all 9 atoms, in Å:
C  1.34056  -0.29461  -0.77253
C  -1.12661  0.20335  -0.14727
C  1.23385  -0.87076  0.37912
O  1.48986  0.13462  -1.86743
O  -1.66340  -0.48144  -0.92070
O  -2.35143  2.03279  0.47085
S  -1.13915  1.40958  0.99439
H  1.18492  -1.81673  0.52224
H  1.03141  -0.31682  1.34134

The value obtained for the energy relative to the best compared isomer or geometry (same formula, charge and spin) is 453.74 kJ/mol. The largest force on an atom comes out at 6.65 eV/Å. The value obtained for the HOMO energy is -0.325 Eh. Its LUMO energy is -0.40 eV. For the total energy, the calculation gives -20116.792 eV.

C3H2O4 | ωB97M-V/def2-TZVPD

Positions of all 9 atoms, in Å:
O  -1.49250  -1.74101  0.19391
C  -1.46953  -0.52123  0.23855
C  -0.66751  0.18579  1.32297
O  -0.27650  1.29062  1.24447
H  -2.05446  0.07493  -0.52153
H  -0.28207  -0.48483  2.27559
O  0.91524  0.37220  -1.56722
C  2.09000  0.38572  -1.64238
O  3.23734  0.43780  -1.54438

The value obtained for the energy relative to the best compared isomer or geometry (same formula, charge and spin) is 61.75 kJ/mol. The largest force on an atom comes out at 3.76 eV/Å. The value obtained for the HOMO energy is -0.373 Eh. Its LUMO energy is -0.68 eV. For the total energy, the calculation gives -11332.489 eV.